# 1
Here is a 2-piece molecular cluster, H4O2 overall from the OMol25 dataset. Energies are from ωB97M-V with the def2-TZVPD basis set.

Atoms and positions in Å:
O -1.95793 -0.19294 0.05376
H -1.21429 -0.48021 -0.48792
H -2.24289 0.63274 -0.32791
O 1.77091 -0.13189 -0.16062
H 2.41570 -0.32039 0.59389
H 1.22851 0.49269 0.32881

As for the energy above the lowest of the compared OMol25 structures with the same formula, charge and spin: 23.0 kJ/mol. Its net charge is 0. The HOMO energy comes out at -11.6 eV. The gap between HOMO and LUMO is 12.3825 eV.


# 2
Here is the molecule H4O2P2 from the OMol25 dataset. Energies are from ωB97M-V with the def2-TZVPD basis set.

Atoms and positions in Å:
O -1.06978 -1.16694 0.03476
P 0.60362 -0.95624 0.12460
P 0.47869 1.13422 -0.35382
O -0.56111 1.72781 0.68974
H -1.21147 -1.86621 -0.68629
H 0.99052 -1.34106 -1.08340
H 1.63023 1.61498 0.30437
H -0.86071 0.85343 0.97005

As for the energy above the lowest of the compared OMol25 structures with the same formula, charge and spin: 159.6 kJ/mol. Its net charge is 0. The HOMO energy comes out at -8.1 eV. The gap between HOMO and LUMO is 8.1245 eV.


# 3
Here is a 2-piece molecular cluster, H4O2P2 overall from the OMol25 dataset. Energies are from ωB97M-V with the def2-TZVPD basis set.

Atoms and positions in Å:
O 1.79021 0.07439 -0.93425
O -0.14793 -1.18364 0.01724
P -2.63412 0.09218 -0.12845
P 0.95481 -0.28132 0.45354
H 2.36243 0.83950 -0.87675
H -2.28902 0.49325 1.16716
H -1.93923 1.16798 -0.69626
H 1.90285 -1.20234 0.99776

As for the energy above the lowest of the compared OMol25 structures with the same formula, charge and spin: 288.8 kJ/mol. Its net charge is 0. The HOMO energy (alpha / beta) comes out at -9.7 / -8.0 eV. The gap between HOMO and LUMO (alpha / beta) is 9.0885 / 5.7371 eV.